# 1
This record from the Open Molecules 2025 dataset describes C19H26F5N6O13P2TaTe as an isolated structure. The level of theory is the ωB97M-V functional and the def2-TZVPD basis.

For the largest force on an atom, the calculation gives 0.262 eV Å⁻¹. Its HOMO-LUMO gap is 8.64 eV. The calculation puts the energy above the lowest of the compared OMol25 structures with the same formula, charge and spin at 17.6 kJ/mol. As for the spin multiplicity: 1. The calculation puts the electronic energy at -3553.9049 hartree.

Geometry as XYZ:
```
73
Properties=species:S:1:pos:R:3:forces:R:3
Ta 0.5263 0.4735 -0.7654 -0.07 0.03 0.08
N 1.4950 -0.1073 -2.7508 -0.02 0.04 0.02
C 1.5285 1.0398 -3.6726 0.02 0.00 0.00
C 1.9263 2.2385 -2.8349 -0.01 0.02 0.01
O 2.3708 3.2588 -3.3159 0.01 0.00 0.00
N 1.7127 2.0036 -1.5087 0.05 0.02 -0.09
C 2.0813 3.0683 -0.6029 0.04 -0.01 0.01
C 1.9979 2.5027 0.7942 -0.03 -0.07 0.06
O 2.4037 3.0298 1.7849 0.01 0.00 -0.01
O 1.3469 1.3159 0.8011 0.01 0.05 0.05
H 2.4493 -0.3723 -2.5076 0.00 0.00 -0.01
H 0.9979 -0.9052 -3.1320 0.01 0.00 -0.01
H 0.5310 1.2001 -4.0850 0.00 0.01 0.00
H 2.2325 0.9056 -4.4917 0.00 0.00 0.00
H 1.3947 3.9181 -0.6733 0.01 0.00 0.01
H 3.0850 3.4425 -0.8016 0.00 0.00 -0.01
N -2.3487 -2.2440 1.6025 -0.01 0.00 0.01
C -2.9154 -0.8845 1.9142 -0.03 0.02 0.00
C -3.6828 -0.9601 3.2323 0.01 -0.01 -0.01
P -1.3988 0.1882 2.0563 -0.09 0.04 0.00
O -1.9108 1.6723 1.8413 -0.01 -0.02 0.01
O -0.8073 -0.0682 3.3777 0.03 -0.02 0.00
O -0.6828 -0.2255 0.7727 0.07 0.00 -0.03
P -4.0799 -0.3521 0.6091 -0.09 0.04 0.07
O -4.7850 -1.7582 0.3192 0.04 -0.04 0.05
O -4.9505 0.7343 1.0333 0.05 0.01 -0.02
O -3.1911 -0.0226 -0.6581 0.00 -0.04 -0.12
H -1.8122 -2.5852 2.4241 0.02 -0.01 -0.01
H -1.6486 -2.2343 0.8286 0.01 -0.01 0.00
H -3.0901 -2.9008 1.3555 0.00 0.01 0.00
H -3.0017 -1.2321 4.0381 -0.01 0.01 0.01
H -4.4999 -1.6830 3.1718 0.00 0.00 0.00
H -4.1196 0.0114 3.4535 0.01 0.01 0.01
H -1.8665 2.1961 2.6511 0.00 0.01 0.00
H -5.2721 -1.8170 -0.5143 -0.01 0.02 -0.04
N 1.7624 -2.1520 2.9136 0.01 -0.01 0.00
C 0.7690 -2.5752 3.3129 0.00 -0.01 -0.01
N -0.3934 -3.1211 3.7533 0.00 0.03 0.01
C -0.7655 -2.6505 5.1148 0.02 0.00 0.00
C 0.1313 -3.2919 6.1553 -0.01 0.00 0.01
O 0.0754 -4.7084 6.0678 0.00 0.00 0.00
C 0.5200 -5.1605 4.8024 -0.01 0.00 0.01
C -0.3615 -4.6044 3.6991 -0.01 0.00 -0.02
H -1.8007 -2.9573 5.2792 0.00 0.00 0.00
H -0.7009 -1.5642 5.1196 0.00 0.00 0.01
H -0.1962 -3.0234 7.1582 0.00 0.00 0.00
H 1.1650 -2.9477 6.0209 0.00 0.00 0.00
H 0.4747 -6.2487 4.8173 0.00 0.00 0.00
H 1.5613 -4.8543 4.6334 0.00 0.00 0.00
H -1.3889 -4.9485 3.8367 0.00 0.00 0.00
H -0.0131 -4.9053 2.7111 0.00 0.00 0.00
O 3.5780 -0.5768 -0.7786 0.00 0.00 0.01
C 2.8899 -1.4963 -0.3823 0.01 -0.02 -0.03
N 1.4979 -1.4498 -0.3316 0.04 0.01 -0.01
C 1.0280 -2.6864 0.0710 -0.03 -0.01 -0.08
O -0.1332 -3.0141 0.2429 0.01 0.01 0.03
C 2.1999 -3.5968 0.2507 0.00 -0.01 0.03
C 2.2610 -4.9276 0.6043 0.00 0.01 0.01
C 3.5272 -5.4874 0.7497 0.00 0.00 -0.01
C 4.6781 -4.7304 0.5408 0.00 -0.01 0.00
C 4.6011 -3.3925 0.1656 -0.01 0.01 0.00
C 3.3398 -2.8542 0.0274 0.00 0.00 0.01
H 1.3621 -5.5118 0.7541 0.00 0.00 0.00
H 3.6244 -6.5287 1.0283 0.00 0.00 0.00
H 5.6465 -5.1957 0.6689 0.00 0.00 0.00
H 5.4865 -2.7950 -0.0047 0.00 0.00 0.00
F -2.6127 -2.5776 -1.2778 0.00 -0.05 -0.02
Te -2.5836 -0.9592 -2.2133 0.24 0.09 0.06
F -0.8763 1.7147 -1.0180 -0.08 -0.04 -0.05
F -4.3851 -1.3188 -2.5420 -0.15 -0.03 -0.02
F -2.2521 -1.9015 -3.7721 -0.06 0.01 0.00
F -2.8104 0.5872 -3.1943 0.00 -0.06 -0.01
O -0.8121 -0.7264 -1.9299 -0.02 -0.02 0.07
```
Forces are in eV/Å.

# 2
This record from the Open Molecules 2025 dataset describes one molecule with the formula C2H4N4S. The level of theory is the ωB97M-V functional and the def2-TZVPD basis.

For the largest force on an atom, the calculation gives 4.972 eV Å⁻¹. Its HOMO-LUMO gap is 8.06 eV. The calculation puts the energy above the lowest of the compared OMol25 structures with the same formula, charge and spin at 451.6 kJ/mol. As for the spin multiplicity: 1. The calculation puts the electronic energy at -695.6599 hartree.

Geometry as XYZ:
```
11
Properties=species:S:1:pos:R:3:forces:R:3
N 0.0211 1.3102 -0.2788 4.50 0.05 2.12
N -0.2736 0.0231 -0.0106 -0.33 -2.56 3.16
C 0.6291 -0.3567 1.0843 -2.67 -2.65 -1.71
N 0.6031 -1.5043 1.6409 0.92 1.83 0.24
N -0.3648 -2.3503 1.3265 -1.74 -2.56 -0.91
C -0.7645 -2.5483 0.1411 0.60 1.50 -1.32
S -0.4114 -1.3321 -1.2353 0.75 -0.08 1.44
H -0.4258 1.7380 -1.0141 -0.81 0.96 -2.01
H 1.0930 1.3427 -0.1279 -2.26 1.39 -1.68
H 1.3943 0.2228 1.4789 1.22 1.91 0.01
H -1.3213 -3.4060 -0.2366 -0.18 0.22 0.67
```
Forces are in eV/Å.

# 3
This record from the Open Molecules 2025 dataset describes C14H15N2O5Se2Te2Ti as an isolated structure. The level of theory is the ωB97M-V functional and the def2-TZVPD basis.

For the largest force on an atom, the calculation gives 1.592 eV Å⁻¹. Its HOMO-LUMO gap (alpha / beta) is 4.44 / 3.43 eV. The calculation puts the energy above the lowest of the compared OMol25 structures with the same formula, charge and spin at 84.4 kJ/mol. As for the spin multiplicity: 2. The calculation puts the electronic energy at -7216.7798 hartree. Its total charge is -2.

Geometry as XYZ:
```
41
Properties=species:S:1:pos:R:3:forces:R:3
Ti 0.1243 -0.2175 1.0379 -0.21 0.20 -1.57
O -0.8250 0.5110 -0.8036 0.08 0.12 0.04
C -2.2356 0.6553 -0.8738 0.01 0.04 0.02
C -2.7666 -0.6038 -0.2339 -0.05 0.01 -0.02
N -2.1612 -0.8530 1.0878 0.23 -0.01 0.11
C -2.7713 -0.0573 2.1477 -0.06 -0.02 -0.06
C -2.1575 1.3423 2.1542 0.10 -0.04 0.04
O -2.8341 2.3129 2.4409 0.04 0.04 0.06
O -0.8968 1.3514 1.8493 0.09 -0.29 -0.02
C -2.1076 -2.2971 1.3313 -0.12 0.13 -0.16
C -1.0055 -2.8694 0.4400 -0.01 0.11 -0.10
O -1.0663 -4.0032 0.0248 0.04 -0.03 -0.05
O -0.0668 -1.9977 0.1672 0.09 0.24 0.40
H -0.3364 1.1602 -1.3277 0.10 -0.13 -0.11
H -2.5531 0.7026 -1.9173 0.01 0.01 -0.02
H -2.5541 1.5635 -0.3551 0.00 0.00 0.03
H -2.4979 -1.4369 -0.8829 0.00 -0.01 0.00
H -3.8593 -0.5704 -0.1542 -0.01 0.01 0.03
H -2.5272 -0.5198 3.1057 0.01 0.02 0.02
H -3.8580 0.0148 2.0484 -0.02 -0.03 0.01
H -3.0543 -2.7967 1.1067 -0.03 0.00 -0.01
H -1.8382 -2.4877 2.3679 -0.02 0.00 0.02
Se 1.9024 1.5356 0.4550 -0.32 -0.26 0.07
Te 2.9170 -0.7209 0.7490 -0.29 0.03 0.19
Te 0.4622 -3.4700 3.6198 0.18 0.35 0.09
Se 0.5857 -1.0084 3.2865 0.18 -0.53 1.10
C 0.9162 -0.6223 -3.1867 -0.28 0.10 -0.20
C 0.2439 -0.3288 -4.3354 0.11 0.12 0.10
C -1.1828 -0.5800 -4.4885 -0.05 -0.01 -0.06
C -1.8618 -0.2880 -5.6315 0.07 0.03 0.02
C -1.2205 0.2931 -6.7583 -0.04 0.02 -0.10
C 0.1724 0.5599 -6.6388 -0.04 -0.01 0.06
C 0.8678 0.2753 -5.5056 -0.06 -0.01 -0.02
C -1.9280 0.5791 -7.9454 0.04 -0.01 0.07
N -2.5106 0.8143 -8.9233 0.01 0.00 0.02
H 1.9764 -0.4334 -3.0747 -0.01 -0.02 0.00
H 0.3752 -1.0696 -2.3631 0.22 -0.10 0.05
H -1.7072 -1.0419 -3.6565 0.01 -0.02 -0.01
H -2.9239 -0.5041 -5.6943 0.00 -0.01 0.00
H 0.6871 1.0088 -7.4827 0.00 0.00 -0.01
H 1.9274 0.5032 -5.4555 0.00 -0.01 0.00
```
Forces are in eV/Å.

# 4
This record from the Open Molecules 2025 dataset describes a 9-piece molecular cluster, C47H96BF13N5O11 overall. The level of theory is the ωB97M-V functional and the def2-TZVPD basis.

For the largest force on an atom, the calculation gives 4.828 eV Å⁻¹. Its HOMO-LUMO gap is 4.04 eV. As for the spin multiplicity: 1. The calculation puts the electronic energy at -4272.4385 hartree. Its total charge is +1.

Geometry as XYZ:
```
173
Properties=species:S:1:pos:R:3:forces:R:3
C -2.0079 -0.9453 -2.0744 -0.19 1.01 0.03
C -1.5978 -0.8064 -0.5649 0.69 -1.39 -0.11
C -1.6566 0.6296 -0.0339 -1.78 -0.33 -1.20
C -3.0953 1.1912 -0.1119 -1.20 -1.39 -0.42
C -4.0223 0.2898 0.7623 0.59 -0.38 0.48
C -3.8026 -1.2695 0.7434 0.33 0.38 -0.39
N -2.4877 -1.6903 0.2778 1.64 -3.44 1.11
O -2.0841 -2.8360 0.6322 -1.31 4.35 -1.62
C -4.7752 -1.9292 -0.2794 0.93 -1.06 0.23
C -4.0424 -1.9577 2.0506 -1.60 1.10 0.23
C -0.1762 -1.4440 -0.4898 -2.25 0.30 -3.01
H -1.8281 -1.9312 -2.4203 0.28 -1.19 -0.03
H -1.2959 -0.3310 -2.6486 -0.24 0.04 0.37
H -3.0188 -0.6956 -2.4105 -0.01 0.37 0.55
H -0.9786 1.0262 -0.7587 0.49 1.22 -0.12
H -1.2893 0.7175 0.9589 0.60 -0.09 0.68
H -3.5566 1.1152 -1.1308 0.60 0.42 0.64
H -3.2420 2.2061 0.2876 0.39 -0.29 -0.34
H -5.0685 0.3360 0.5259 -0.32 0.70 -0.83
H -4.0071 0.6817 1.7775 0.55 -0.49 0.52
H -4.7698 -3.0274 -0.1044 0.23 0.61 -0.49
H -4.6346 -1.5976 -1.2882 0.06 0.00 -0.56
H -5.7059 -1.5584 0.0244 -1.51 0.54 0.24
H -4.1155 -3.0088 1.9390 -0.12 -0.99 -0.11
H -5.0191 -1.5806 2.3609 -0.09 -0.16 0.17
H -3.3318 -1.7232 2.8018 0.90 0.34 0.63
H 0.4582 -0.8162 -1.1288 -0.08 -0.49 -0.05
H -0.2938 -2.4702 -0.8994 0.78 0.95 0.41
H 0.2129 -1.4108 0.4505 0.97 -0.20 2.76
C 5.6939 -0.4051 -0.7201 -0.70 -0.84 1.11
C 5.7021 -0.0510 -2.1880 -0.73 0.51 0.23
C 4.3716 0.6428 -2.7755 0.45 -0.40 1.20
C 4.6037 1.1915 -4.1644 0.77 2.22 1.54
C 5.7229 2.2930 -4.0380 -0.73 1.05 -0.16
C 7.1668 1.8391 -3.5308 -2.09 -1.33 -1.11
N 6.7559 1.0352 -2.2277 0.43 2.29 -1.94
O 7.0637 1.6114 -1.2395 -0.02 -0.81 0.12
C 8.0582 3.0366 -3.1653 0.73 -1.15 -3.12
C 7.5994 0.9630 -4.7249 1.95 0.01 -0.82
C 5.9595 -1.3091 -3.0051 -0.05 -0.52 -0.82
H 5.4403 0.3647 0.0297 0.34 0.11 -0.78
H 6.6893 -0.8280 -0.4840 -0.55 0.10 0.15
H 4.9203 -1.1585 -0.5425 0.26 -0.18 -0.31
H 4.0114 1.3594 -2.0165 0.36 0.20 -0.56
H 3.6085 -0.1281 -2.8018 0.15 -0.44 0.11
H 3.6866 1.6901 -4.5048 0.25 -0.12 -0.01
H 4.8366 0.4071 -4.8281 0.25 -0.76 -0.95
H 5.3365 3.0436 -3.3364 0.07 -0.32 0.03
H 5.8509 2.8766 -4.9895 0.22 -0.77 0.71
H 7.4554 3.8128 -2.7739 -0.37 0.99 0.33
H 8.5705 3.3115 -4.1679 -1.21 0.03 1.48
H 8.9170 2.8445 -2.5608 0.25 -0.52 0.82
H 8.6935 0.7365 -4.6884 -0.84 -0.45 0.26
H 7.5763 1.6282 -5.6124 -0.21 -0.11 0.57
H 6.9922 0.0840 -5.0557 0.56 0.76 0.98
H 5.2700 -2.0418 -2.5669 0.42 -0.07 -0.01
H 6.9855 -1.6881 -3.0164 -0.11 0.09 0.43
H 5.6455 -1.2764 -4.0604 0.11 0.38 0.47
C -1.4517 0.3891 6.4593 0.36 0.23 -0.09
C -1.1136 1.1482 5.1709 0.85 0.11 -0.45
C -0.0813 2.2810 5.3982 -0.04 0.51 -1.53
C 1.3519 1.8149 5.6884 -0.58 -0.63 -1.48
C 1.8934 1.0302 4.4550 -0.56 -1.14 0.03
C 1.0326 -0.3492 4.2947 0.98 1.63 -0.76
N -0.3718 0.2464 4.0712 -0.62 -0.97 1.92
O -0.9096 0.1155 3.0425 0.40 0.01 -0.47
C 1.2101 -1.1822 5.5409 -4.20 0.65 1.11
C 1.3767 -1.1409 3.0271 0.83 0.71 1.07
C -2.3786 1.6271 4.4698 -0.39 -1.48 0.61
H -2.1973 0.9172 7.0171 -0.75 0.71 -0.11
H -0.6906 0.2764 7.2024 1.06 0.11 0.01
H -1.8402 -0.5824 6.3085 -0.50 -1.12 -0.66
H -0.4784 2.8509 6.2234 -0.07 0.42 0.24
H -0.0820 2.9541 4.4493 0.02 -0.97 1.57
H 1.4060 1.2144 6.5764 -0.15 -0.45 0.33
H 1.9396 2.6533 5.9513 0.79 1.08 -0.19
H 2.9243 0.6507 4.5625 -0.32 0.41 0.12
H 1.8419 1.5942 3.4904 -0.06 -0.23 0.82
H 1.0639 -0.6193 6.4635 0.05 0.16 -0.22
H 2.1560 -1.5509 5.6225 2.64 -1.23 -0.33
H 0.4258 -1.9649 5.6384 0.79 0.30 -0.53
H 1.5084 -0.4861 2.1886 -0.15 0.32 -0.60
H 0.5931 -1.8367 2.8764 -0.81 -0.82 -0.39
H 2.3217 -1.6818 3.1427 -0.19 0.13 0.27
H -2.1987 1.9391 3.4606 0.10 0.52 -0.40
H -2.8698 2.3931 5.0571 0.08 0.21 0.08
H -3.0582 0.7489 4.4140 0.23 0.54 -0.02
C 4.0609 7.5850 -3.4131 0.42 -0.13 0.34
C 4.2463 6.6089 -2.2371 0.80 0.54 -1.41
C 3.8384 5.2216 -2.7843 0.53 -0.55 0.44
O 4.2237 4.1208 -1.9006 -1.92 1.13 1.26
C 3.1317 4.0080 -0.8894 0.56 -0.45 0.02
N 5.6568 6.5144 -1.8670 1.00 0.20 0.58
H 5.8193 5.7070 -1.2568 -0.10 0.63 -0.16
H -2.1705 4.9037 -4.2217 1.42 0.81 2.76
H 6.1269 7.3725 -1.4800 -1.14 -1.28 -0.54
H 4.8620 7.6120 -4.1176 0.84 -0.82 -0.54
H 4.0385 8.6255 -3.1522 -0.58 0.51 0.70
H 3.1786 7.2956 -3.9349 -0.91 0.18 -0.49
H 3.6574 7.0569 -1.4691 -0.86 -0.39 1.02
H 4.4636 5.1332 -3.6742 0.03 -0.30 -0.07
H 2.7856 5.0551 -3.0981 0.47 0.61 0.39
H 2.2957 3.4611 -1.3813 0.40 0.38 0.53
H 2.7625 4.9887 -0.4983 0.43 -0.53 -0.70
H 3.4884 3.4621 0.0331 -0.09 0.29 -1.26
C -2.6855 -7.6062 1.7819 -1.01 -0.48 -0.92
C -1.7669 -6.9909 0.7126 0.05 0.00 0.42
C -2.2749 -6.7944 -0.7112 -0.05 1.80 0.17
O -1.2355 -6.0290 -1.3094 0.00 -0.79 -0.50
C -1.3081 -5.4576 -2.6531 -0.26 -1.74 0.22
N -1.4007 -5.6531 1.3499 0.35 -0.02 0.26
H -2.0916 -4.9581 1.0668 0.01 0.21 -0.04
H -1.5053 -5.7314 2.4274 0.92 0.32 -2.28
H -0.4615 -5.2763 1.0085 -1.45 -0.63 0.83
H -2.0584 -7.9000 2.5770 0.70 -0.26 1.22
H -3.2352 -8.5262 1.5224 0.36 0.42 -0.44
H -3.4534 -6.9195 2.1905 0.46 -0.04 -0.46
H -0.7930 -7.4951 0.6039 -0.51 -0.19 0.30
H -3.1978 -6.1847 -0.7205 -0.05 -0.27 0.09
H -2.5000 -7.7512 -1.1633 0.20 -0.32 -0.29
H -1.4861 -6.1402 -3.5419 0.34 0.09 1.42
H -0.3339 -5.0287 -2.7032 0.48 0.70 -0.51
H -2.1054 -4.7574 -2.6780 -0.63 1.02 0.01
C -1.4263 4.0461 -2.5611 1.12 0.01 1.13
O -0.7012 4.3250 -1.3923 0.13 1.32 -0.63
O -1.6554 5.1904 -3.3525 -1.93 -1.30 -1.77
C -0.3991 3.2028 -3.2993 1.64 -0.88 0.53
F 0.6265 3.9535 -3.7727 -0.19 -0.34 0.76
F 0.1471 2.1869 -2.5008 -0.47 1.25 -0.71
F -0.8938 2.5970 -4.3351 -1.03 -0.76 -1.30
C -1.3687 4.6524 -0.1932 0.44 -2.27 1.28
C -0.3970 4.2093 0.9600 -1.34 -0.15 -0.43
H -0.9403 4.2399 1.8756 -0.89 0.02 0.88
H -0.0587 3.1816 0.8928 0.10 -0.19 -0.55
H 0.4263 4.8400 1.1989 0.85 0.73 -0.61
H -2.2908 4.0049 -0.1292 0.67 0.83 0.02
H -1.6245 5.6858 -0.0355 -0.12 0.55 -0.50
H -2.2743 3.4303 -2.2213 -0.40 0.27 -0.86
C -2.3419 -3.1457 4.5398 2.52 0.52 -0.25
O -2.6997 -3.0318 5.9216 -0.58 -0.32 0.58
O -1.7825 -2.0709 3.9711 -0.42 -0.24 1.00
C -1.2752 -4.2701 4.6025 -0.99 -0.44 -0.67
F -0.5569 -4.5565 3.4425 -0.59 0.45 0.63
F -0.3393 -3.9834 5.4696 0.19 -0.90 0.83
F -1.9768 -5.4695 4.8533 1.57 0.65 0.10
C -3.9258 -3.7448 6.2541 0.83 -0.31 1.06
C -5.0752 -3.0895 5.5447 -1.27 0.74 0.12
H -4.9603 -1.9663 5.4445 0.36 -1.32 -0.03
H -5.2139 -3.5505 4.5431 -0.51 0.51 0.69
H -5.9546 -3.1552 6.2366 0.27 -0.42 -1.12
H -4.0984 -3.6571 7.3599 0.63 0.19 -0.92
H -3.8336 -4.8782 6.0936 -0.16 1.65 -0.15
H -3.1768 -3.5947 4.0568 -1.13 -0.27 -1.02
C -6.0424 0.7470 -2.6941 -0.18 -1.43 1.76
O -5.0935 -0.1010 -3.4499 -0.46 0.25 -1.14
O -5.8694 0.5977 -1.4007 0.64 0.04 -0.07
C -5.9983 2.1873 -3.0863 1.32 0.87 -0.45
F -6.8261 2.9407 -2.3542 -0.08 -0.13 -0.41
F -4.7502 2.7354 -2.9253 -0.12 0.00 -0.04
F -6.2983 2.3489 -4.3973 -0.19 0.40 0.04
C -5.4472 -0.4349 -4.8278 1.63 -0.59 0.20
C -5.4731 -1.9798 -5.0105 -1.69 0.14 -0.75
H -4.5388 -2.4762 -4.7596 0.03 0.10 0.18
H -6.3221 -2.3582 -4.3933 0.83 0.03 -0.12
H -5.7689 -2.3073 -6.0682 0.60 0.76 1.22
H -4.6475 0.0019 -5.4772 -0.68 -0.21 0.34
H -6.4011 -0.0246 -5.1324 -0.21 0.20 0.15
H -7.0319 0.4442 -2.9858 -1.09 -0.54 -0.82
B 2.5673 -2.7833 -2.1712 -1.06 -1.49 1.23
F 1.2403 -3.3348 -2.0040 0.47 0.01 -0.30
F 2.5515 -1.8408 -3.1470 0.10 0.64 -1.59
F 2.9125 -2.1177 -0.9891 0.29 0.31 0.91
F 3.4309 -3.8581 -2.3675 0.30 0.30 -0.38
```
Forces are in eV/Å.